C18H31Cl2CoN4O4 as an isolated structure. Source: the Open Molecules 2025 dataset; level of theory: the ωB97M-V functional and the def2-TZVPD basis.

Cartesian coordinates (Å):
Co (-1.303, -0.082, -1.068)
Cl (-2.839, -1.477, -1.750)
Cl (-1.368, 1.817, -0.078)
O (-1.445, -2.031, 1.624)
O (0.769, -1.506, -1.030)
O (0.810, -0.037, 1.422)
O (3.428, 1.526, -1.211)
N (2.566, -2.858, -1.022)
N (-3.569, -2.275, 2.481)
N (1.170, -0.718, 3.620)
N (-0.568, 0.720, 3.102)
C (0.363, -0.591, -3.492)
C (1.760, -4.005, -1.425)
C (1.839, 3.887, -3.306)
C (1.940, -1.679, -0.760)
C (-1.143, 1.448, -2.816)
C (1.770, 5.274, -3.294)
C (1.419, 5.920, -2.112)
C (-0.379, 0.305, -2.553)
C (-2.120, 1.337, -3.973)
C (1.178, 3.795, -0.970)
C (0.502, 0.016, 2.629)
C (1.825, 3.174, -2.081)
C (1.061, 5.192, -0.968)
C (2.678, 1.899, -2.114)
C (-2.620, -1.630, 1.766)
C (4.010, -3.024, -1.046)
C (-4.939, -1.803, 2.499)
C (-3.297, -3.551, 3.117)
H (4.503, -2.079, -0.770)
H (-2.049, 2.237, -4.627)
H (-0.929, 2.455, -2.373)
H (2.104, 3.341, -4.217)
H (2.180, 1.336, -3.019)
H (-0.618, 0.911, 4.094)
H (0.724, -3.678, -1.462)
H (-2.222, -3.771, 3.060)
H (1.392, -0.795, -3.180)
H (-1.044, 1.315, 2.443)
H (-2.983, -0.700, 1.298)
H (1.195, -0.234, 4.510)
H (2.575, -0.888, -0.270)
H (-1.848, 0.394, -4.507)
H (-3.617, -3.494, 4.166)
H (0.748, 5.724, -0.058)
H (2.092, -0.983, 3.307)
H (-5.291, -1.769, 3.538)
H (0.415, -0.137, -4.496)
H (-5.612, -2.469, 1.943)
H (1.432, 7.024, -2.088)
H (-3.095, 1.212, -3.463)
H (-0.189, -1.542, -3.455)
H (-3.886, -4.363, 2.659)
H (-4.957, -0.800, 2.074)
H (2.079, -4.363, -2.406)
H (4.326, -3.815, -0.347)
H (2.047, 5.824, -4.208)
H (4.351, -3.331, -2.049)
H (1.872, -4.814, -0.699)
H (0.841, 3.200, -0.102)

Results
* energy above the lowest of the compared OMol25 structures with the same formula, charge and spin: 372.26 kJ/mol
* orbital gap (alpha / beta): 7.86 / 8.63 eV
* HOMO energy (alpha / beta): -0.281 / -0.328 hartree
* expectation value of S²: 6.02
* 2S+1: 5



A 8-piece molecular cluster, C32H76Cl2F6NO8P overall. Source: the Open Molecules 2025 dataset; level of theory: the ωB97M-V functional and the def2-TZVPD basis.

Cartesian coordinates (Å):
Cl (-4.562, -0.002, 5.061)
Cl (-3.780, -2.979, 5.772)
P (-1.802, -2.846, 3.555)
F (0.545, -2.038, 2.405)
F (1.973, -1.550, 4.313)
F (-0.649, -0.398, 3.237)
F (0.580, -2.843, 5.401)
F (0.378, -0.656, 5.539)
F (-1.261, -3.525, 2.096)
O (-5.311, -0.902, -1.406)
O (5.289, 0.766, -3.193)
O (2.980, 3.556, -2.270)
O (-4.518, -4.566, 2.902)
O (-6.227, -0.993, -4.592)
O (0.690, 2.511, 2.196)
O (7.130, -0.633, 1.856)
O (0.654, 9.373, -2.685)
N (-1.336, -7.556, 3.560)
C (-0.392, -5.326, 3.846)
C (-4.011, -3.646, 1.938)
C (-4.941, 1.379, -2.107)
C (-7.001, -1.298, -6.865)
C (-5.632, 0.456, -1.115)
C (-3.345, -2.470, 2.637)
C (1.341, 2.333, 0.937)
C (5.727, 0.908, -1.837)
C (6.064, -2.803, 1.988)
C (-0.816, -6.377, 2.834)
C (0.685, -1.691, 4.712)
C (7.245, 0.943, -1.769)
C (-2.799, -0.440, 4.916)
C (2.348, 3.533, -3.551)
C (-1.568, -4.491, 4.376)
C (7.374, -2.040, 1.860)
C (-2.437, -1.970, 5.153)
C (-7.140, 0.651, -1.124)
C (-0.260, -1.696, 3.455)
C (1.816, 7.577, -1.550)
C (-5.171, -3.086, 1.106)
C (1.137, 8.037, -2.831)
C (5.158, -0.199, -0.966)
C (3.388, 3.724, -4.644)
C (8.347, -2.406, 2.970)
C (-5.842, -1.446, -5.893)
C (-2.050, 0.484, 5.881)
C (-4.611, -0.690, -6.369)
C (2.787, 1.923, 1.148)
C (1.582, 2.233, -3.731)
C (2.075, 7.945, -4.025)
C (0.590, 1.304, 0.106)
H (7.923, -2.151, 3.945)
H (2.946, 8.590, -3.880)
H (3.602, 2.821, -2.245)
H (2.840, 0.969, 1.684)
H (5.572, -2.559, 2.934)
H (-3.340, -4.138, 1.246)
H (4.121, 2.913, -4.621)
H (0.571, 0.338, 0.618)
H (2.427, 6.923, -4.175)
H (-4.091, -1.969, 3.240)
H (3.930, 4.659, -4.496)
H (4.068, -0.210, -1.026)
H (0.254, 7.424, -3.014)
H (-4.829, 0.378, -6.449)
H (5.330, 1.870, -1.505)
H (-3.792, -0.807, -5.659)
H (1.650, 4.373, -3.561)
H (-3.063, -1.780, 1.843)
H (-5.612, -2.224, 1.597)
H (1.413, 9.940, -2.519)
H (-1.476, 1.230, 5.345)
H (7.590, 1.089, -0.744)
H (-5.149, 2.428, -1.892)
H (0.063, -6.710, 2.293)
H (-1.556, -5.969, 2.152)
H (-2.493, -5.045, 4.300)
H (7.829, -2.259, 0.893)
H (2.925, 3.742, -5.632)
H (9.279, -1.852, 2.861)
H (-0.446, 1.614, -0.038)
H (-6.737, -1.673, -7.854)
H (-3.862, 1.227, -2.086)
H (2.680, 8.209, -1.327)
H (7.661, 0.003, -2.141)
H (8.573, -3.473, 2.963)
H (1.573, 8.277, -4.934)
H (0.708, 1.663, 2.651)
H (-1.416, -0.076, 6.552)
H (3.306, 1.812, 0.195)
H (0.000, -5.885, 4.694)
H (-1.363, -4.277, 5.416)
H (1.130, 7.650, -0.706)
H (-7.287, -0.247, -6.960)
H (2.266, 1.382, -3.674)
H (-5.278, 1.159, -3.122)
H (-6.451, -0.059, -4.661)
H (-5.598, -2.502, -5.773)
H (-2.613, -0.162, 3.892)
H (0.432, -4.727, 3.481)
H (-7.546, 0.418, -2.113)
H (-4.256, -5.447, 2.641)
H (0.842, 2.115, -2.939)
H (2.159, 6.543, -1.630)
H (-7.616, -0.019, -0.409)
H (7.638, 1.747, -2.391)
H (-5.247, 0.648, -0.112)
H (-1.955, -8.101, 2.980)
H (6.727, -0.401, 2.698)
H (-2.755, 1.021, 6.499)
H (-1.855, -7.256, 4.372)
H (5.621, -0.075, -3.521)
H (1.309, 3.301, 0.438)
H (3.314, 2.663, 1.750)
H (6.227, -3.881, 1.954)
H (5.381, -2.529, 1.183)
H (1.068, 2.198, -4.693)
H (-4.281, -1.047, -7.345)
H (-4.824, -2.727, 0.146)
H (-1.735, -1.998, 5.974)
H (5.514, -1.178, -1.299)
H (-7.411, 1.678, -0.873)
H (5.454, -0.063, 0.074)
H (-5.937, -3.834, 0.948)
H (-5.647, -1.097, -2.291)
H (-7.874, -1.845, -6.507)
H (1.051, 1.166, -0.872)

Results
* orbital gap: 9.97 eV
* HOMO energy: -0.348 hartree
* SMILES string: C[C@H](O)CP(F)(CCCN)([C@H](Cl)[C@H](C)Cl)C(F)(F)C(F)(F)F.CC(C)O.CC(C)O.CC(C)O.CC(C)O.CC(C)O.CC(C)O.CC(C)O
* 2S+1: 1



C48H48FN3O5S2Sb2Sn as an isolated structure. Source: the Open Molecules 2025 dataset; level of theory: the ωB97M-V functional and the def2-TZVPD basis.

Cartesian coordinates (Å):
Sb (0.394, 0.148, 3.420)
Sb (-1.064, 2.957, 2.037)
Sn (0.521, -0.036, 0.168)
S (-3.119, 5.975, -0.904)
S (-2.039, 2.267, -1.303)
F (-1.213, -3.976, -5.031)
O (3.666, -2.502, 1.563)
O (-1.239, -0.177, -7.433)
O (0.249, -2.077, -0.705)
O (2.378, -0.879, 0.780)
O (-4.626, 3.101, -1.704)
N (0.216, 0.576, -2.491)
N (3.130, -4.796, -1.768)
N (-0.416, -0.083, -4.758)
C (0.774, -5.160, -4.571)
C (-1.751, 7.032, 3.437)
C (2.952, -6.314, -4.234)
C (-4.881, 2.420, -2.927)
C (-2.170, 0.140, -6.434)
C (-3.433, 3.670, -1.552)
C (0.681, 1.343, 5.194)
C (-2.643, 0.861, 3.691)
C (4.270, -6.000, -3.539)
C (2.871, -2.086, 0.759)
C (3.475, -2.568, 4.795)
C (-0.783, 3.591, -1.076)
C (-3.196, 4.665, 3.652)
C (-2.944, 7.006, 4.140)
C (-3.105, 4.284, -0.214)
C (2.887, -3.821, 4.821)
C (-0.012, 2.093, 7.368)
C (4.030, -5.929, -2.029)
C (-1.778, -0.493, -5.090)
C (-0.182, -4.217, -4.202)
C (0.553, -0.341, -5.818)
C (1.558, -3.974, 4.470)
C (2.725, -1.467, 4.432)
C (-1.706, -0.335, 3.764)
C (1.824, 2.122, 5.299)
C (1.387, -1.616, 4.101)
C (0.804, -2.872, 4.098)
C (-1.637, 4.988, -2.916)
C (-1.277, 5.875, 2.845)
C (1.129, 2.868, 7.470)
C (-2.001, 4.691, 2.947)
C (0.044, 0.302, -7.116)
C (1.050, -3.680, -2.227)
C (-2.687, 1.526, 2.319)
C (-3.666, 5.829, 4.243)
C (2.442, -2.964, -0.390)
C (-0.067, -3.485, -3.050)
C (2.055, 2.872, 6.440)
C (1.881, -5.371, -3.778)
C (-0.613, 4.479, -2.232)
C (-0.066, 0.225, -3.561)
C (1.210, -2.847, -1.057)
C (2.032, -4.631, -2.584)
C (-0.229, 1.322, 6.239)
C (3.320, -3.961, -0.757)
C (-1.791, 3.581, 0.008)
C (-3.024, 4.864, -2.430)
C (5.331, -5.872, -1.239)
H (0.157, 3.132, -0.765)
H (-3.653, 0.513, 3.932)
H (1.297, 3.465, 8.352)
H (-1.477, 5.615, -3.780)
H (-4.597, 5.810, 4.791)
H (0.624, -1.424, -5.970)
H (3.059, -6.242, -5.317)
H (-2.623, 0.765, 1.532)
H (-1.772, -0.811, 4.743)
H (-3.623, 2.073, 2.187)
H (-0.736, 2.080, 8.170)
H (-2.461, -0.180, -4.299)
H (-2.001, -1.075, 3.015)
H (-4.330, 1.471, -2.933)
H (3.470, -4.682, 5.110)
H (4.672, -5.047, -3.892)
H (-0.805, -2.754, -2.758)
H (-1.183, 7.947, 3.357)
H (2.651, -7.342, -4.012)
H (-3.812, 4.138, 0.603)
H (-2.255, 1.233, -6.329)
H (0.031, 1.399, -7.015)
H (3.181, -0.485, 4.405)
H (1.528, 0.060, -5.538)
H (3.483, -6.832, -1.722)
H (4.216, -4.066, -0.167)
H (-0.337, 5.888, 2.305)
H (2.547, 2.134, 4.491)
H (-1.107, 0.694, 6.192)
H (5.898, -4.969, -1.455)
H (-4.590, 3.016, -3.793)
H (0.404, 4.651, -2.547)
H (-3.309, 7.903, 4.615)
H (4.520, -2.453, 5.040)
H (-2.373, 1.600, 4.453)
H (1.107, -4.958, 4.476)
H (-0.238, -2.997, 3.824)
H (5.000, -6.777, -3.758)
H (0.643, -5.717, -5.488)
H (-5.953, 2.228, -2.948)
H (0.687, 0.026, -7.953)
H (-1.815, -1.583, -5.193)
H (5.158, -5.944, -0.167)
H (-3.128, -0.265, -6.767)
H (5.943, -6.725, -1.524)
H (-3.773, 5.124, -3.177)
H (2.956, 3.460, 6.526)
H (-3.766, 3.751, 3.766)

Results
* energy above the lowest of the compared OMol25 structures with the same formula, charge and spin: 249.65 kJ/mol
* orbital gap: 6.81 eV
* HOMO energy: -0.448 hartree
* 2S+1: 1
* charge: +2



C5H10O2 as an isolated structure. Source: the Open Molecules 2025 dataset; level of theory: the ωB97M-V functional and the def2-TZVPD basis.

Cartesian coordinates (Å):
O (1.166, 0.049, 1.190)
O (-1.293, 1.344, 1.120)
C (2.285, -0.070, 0.277)
C (1.350, 0.157, -0.907)
C (0.280, -0.263, 0.093)
C (-2.196, -0.535, -0.131)
C (-1.069, 0.475, 0.032)
H (-2.336, -1.105, 0.793)
H (-1.948, -1.238, -0.935)
H (-3.136, -0.043, -0.386)
H (0.116, -1.352, 0.090)
H (2.696, -1.091, 0.293)
H (1.252, 1.225, -1.126)
H (-1.042, 1.099, -0.873)
H (1.465, -0.421, -1.825)
H (-0.668, 1.114, 1.819)
H (3.080, 0.655, 0.476)

Results
* energy above the lowest of the compared OMol25 structures with the same formula, charge and spin: 222.95 kJ/mol
* orbital gap: 10.94 eV
* HOMO energy: -0.363 hartree
* 2S+1: 1



C50H54BrCsIN5O9P2S2 as an isolated structure. Source: the Open Molecules 2025 dataset; level of theory: the ωB97M-V functional and the def2-TZVPD basis.

Cartesian coordinates (Å):
Cs (-0.253, 0.506, -0.112)
I (-5.117, 4.280, -4.672)
Br (-1.618, 2.118, -6.100)
S (3.140, 2.289, -0.706)
S (0.125, 3.881, -1.002)
P (1.568, -1.982, 1.747)
P (0.443, -3.139, -0.863)
O (-5.631, -2.585, -3.058)
O (0.894, 6.042, -3.810)
O (-2.973, -1.789, 0.967)
O (1.036, -0.596, 1.684)
O (0.233, -1.741, -1.335)
O (0.975, -0.875, -4.105)
O (-4.380, 0.722, 1.434)
O (-1.014, 1.752, 2.226)
O (-4.691, -1.795, -1.172)
N (0.585, 2.664, 3.555)
N (-1.611, 2.363, 4.335)
N (-5.637, 2.428, 0.617)
N (-6.065, 0.230, -0.026)
N (0.697, 1.992, -4.600)
C (-0.166, 3.907, 5.510)
C (4.099, -3.100, 1.112)
C (2.889, 4.025, -0.468)
C (3.513, -0.944, 0.197)
C (-1.262, 2.872, 5.639)
C (-5.106, 2.326, -3.930)
C (-1.673, -6.420, -2.091)
C (2.626, -3.306, -2.511)
C (4.228, -5.107, -2.529)
C (-0.689, 2.226, 3.308)
C (4.006, 4.807, -0.137)
C (-2.890, 1.702, 4.212)
C (-0.135, 4.227, -4.917)
C (1.798, -1.823, 5.770)
C (-5.111, -1.694, -2.368)
C (1.626, 4.689, -0.616)
C (2.750, 6.843, -0.177)
C (3.962, 6.189, 0.009)
C (-3.152, -4.515, -2.093)
C (1.620, 6.094, -0.482)
C (-6.057, 1.418, -4.379)
C (3.597, -5.689, -1.436)
C (0.897, 4.729, -4.133)
C (1.704, 2.516, -3.882)
C (2.047, -3.821, 3.860)
C (-5.089, -0.277, -2.953)
C (5.639, -1.929, -0.316)
C (2.215, -4.124, 5.203)
C (5.319, -3.039, 0.463)
C (4.746, -0.881, -0.444)
C (1.630, -1.517, 4.426)
C (-0.160, 2.857, -5.096)
C (-2.930, -5.867, -2.309)
C (1.868, 3.862, -3.659)
C (2.093, -3.122, 6.157)
C (3.751, -3.917, -3.055)
C (0.429, -3.185, 0.964)
C (1.614, 2.555, 2.529)
C (-0.630, -5.619, -1.654)
C (1.764, -2.516, 3.466)
C (-0.846, -4.263, -1.418)
C (2.483, -5.079, -0.884)
C (-4.153, 0.651, -2.523)
C (-5.298, 1.084, 0.701)
C (-6.032, 0.116, -3.896)
C (-4.137, 1.952, -3.010)
C (1.006, 3.272, 4.797)
C (-2.108, -3.716, -1.643)
C (1.982, -3.898, -1.428)
C (3.186, -2.057, 0.969)
H (2.005, -5.531, -0.020)
H (-6.008, 2.737, -0.269)
H (0.356, -6.055, -1.533)
H (0.661, 6.588, -0.608)
H (-6.635, 0.632, -0.752)
H (2.382, 1.832, -3.388)
H (-3.413, 0.337, -1.809)
H (-3.741, -6.491, -2.666)
H (2.481, 2.022, 2.935)
H (-2.282, -2.657, -1.492)
H (-0.583, -2.869, 1.256)
H (-3.496, -2.016, 0.179)
H (-4.118, -4.061, -2.282)
H (1.394, -0.509, 4.102)
H (-3.360, -0.933, 1.235)
H (4.976, 0.012, -1.015)
H (4.864, 6.740, 0.258)
H (6.599, -1.886, -0.818)
H (-1.495, -7.472, -2.282)
H (-5.616, -0.649, -0.293)
H (1.769, 4.019, 4.562)
H (2.677, 7.922, -0.079)
H (4.948, 4.284, -0.012)
H (2.841, -0.097, 0.110)
H (2.126, -4.613, 3.123)
H (1.693, -1.043, 6.514)
H (-0.537, 4.747, 4.918)
H (0.135, 4.282, 6.490)
H (1.244, 1.995, 1.685)
H (4.249, -3.449, -3.895)
H (0.775, 0.045, -4.368)
H (-6.740, -0.624, -4.249)
H (0.513, -1.018, -3.270)
H (2.657, 4.195, -2.997)
H (2.223, -3.359, 7.206)
H (0.599, -4.205, 1.317)
H (1.484, 2.527, 5.452)
H (-0.923, 4.865, -5.287)
H (-3.370, 2.648, -2.691)
H (6.024, -3.855, 0.564)
H (2.257, -2.377, -2.935)
H (1.383, 6.136, -2.974)
H (-2.931, 0.791, 4.825)
H (-0.938, 2.061, 6.314)
H (3.979, -6.609, -1.010)
H (1.931, 3.536, 2.170)
H (-2.160, 3.309, 6.082)
H (2.435, -5.141, 5.504)
H (-3.686, 2.373, 4.548)
H (5.102, -5.579, -2.962)
H (-6.798, 1.720, -5.108)
H (-3.072, 1.435, 3.177)
H (3.864, -3.967, 1.720)
H (-4.890, 3.014, 0.959)

Results
* energy above the lowest of the compared OMol25 structures with the same formula, charge and spin: 20.02 kJ/mol
* orbital gap: 3.96 eV
* HOMO energy: -0.029 hartree
* 2S+1: 1
* charge: -2



C15H14IrN5OS3 as an isolated structure. Source: the Open Molecules 2025 dataset; level of theory: the ωB97M-V functional and the def2-TZVPD basis.

Cartesian coordinates (Å):
Ir (-0.225, 0.663, 0.902)
S (3.528, 1.267, 4.322)
S (2.015, 1.968, 1.739)
S (0.522, -1.488, -6.192)
O (-1.823, 3.188, 1.732)
N (0.229, 0.502, -1.310)
N (0.193, 1.095, -6.381)
N (-1.482, -1.304, 1.169)
N (0.688, -0.586, 2.590)
N (1.741, -0.209, 3.247)
C (-3.194, -3.296, 2.084)
C (-2.010, -3.035, 2.754)
C (-3.491, -2.569, 0.941)
C (0.328, 0.062, -5.573)
C (-1.167, -2.022, 2.273)
C (0.299, 1.499, -3.482)
C (2.336, 0.936, 3.065)
C (0.259, 1.579, -2.098)
C (-1.354, 2.220, 1.403)
C (0.303, 0.245, -4.103)
C (0.283, -0.872, -3.259)
C (-2.605, -1.574, 0.527)
C (3.809, 3.021, 4.173)
C (0.255, -0.703, -1.888)
C (0.031, -1.655, 2.956)
H (4.756, 3.233, 4.672)
H (0.327, 2.419, -4.045)
H (3.016, 3.561, 4.696)
H (0.277, -1.871, -3.670)
H (0.249, 2.549, -1.617)
H (-1.744, -3.577, 3.649)
H (-4.389, -2.756, 0.373)
H (0.370, -2.233, 3.811)
H (0.256, -1.568, -1.236)
H (0.201, 0.967, -7.387)
H (0.072, 2.046, -6.060)
H (-3.879, -4.047, 2.448)
H (3.840, 3.338, 3.132)
H (-2.819, -0.990, -0.358)

Results
* energy above the lowest of the compared OMol25 structures with the same formula, charge and spin: 362.79 kJ/mol
* orbital gap (alpha / beta): 2.63 / 2.37 eV
* HOMO energy (alpha / beta): -0.573 / -0.573 hartree
* expectation value of S²: 0.82
* 2S+1: 2
* charge: +3



| no. | F_max (eV/A) |
| --- | --- |
| 1 | 5.0 |
| 2 | 1.6 |
| 3 | 1.7 |
| 4 | 0.4 |
| 5 | 3.3 |
| 6 | 3.4 |